C7H15BrN5O2S | wB97M-V/def2-TZVPD

**Total energy**: -3671.9088 Ha
**Net charge**: +1
**Kohn-Sham gap**: 8.45 eV
**LUMO energy**: -4.24 eV

The geometry in XYZ format:
```
31
Properties=species:S:1:pos:R:3:forces:R:3
N -3.6282 0.8263 0.3448 0.011 0.007 -0.041
C -2.4563 1.2890 0.3364 0.009 -0.033 0.189
C -1.3494 0.7569 -0.5584 -0.150 -0.004 -0.266
C 0.0396 1.4148 -0.5860 -0.054 0.245 0.451
Br 0.0964 3.1535 0.3207 -0.072 -0.038 -0.078
N 0.3650 1.7415 -1.9697 -0.074 -0.199 -0.143
C 1.5544 1.4892 -2.4207 0.018 0.091 -0.015
O 1.9017 1.9245 -3.6135 -0.420 -0.025 -0.302
S 2.6011 0.6907 -1.3708 -0.108 -0.246 0.312
C 1.2267 0.4992 -0.0397 0.426 -0.054 -0.304
O 1.7355 1.0025 1.1463 0.083 -0.168 0.125
C 0.9933 -1.0218 0.0454 -0.205 0.091 -0.152
C 0.1169 -1.5939 1.2437 0.128 -0.279 0.288
N -0.3449 -0.4967 2.0775 -0.277 -0.054 0.071
N -1.0738 -2.3191 0.8127 0.081 0.375 -0.454
N 0.9010 -2.5615 2.0167 0.328 0.279 -0.155
H -3.7684 0.0760 -0.3360 0.012 0.003 -0.019
H -2.2293 2.0958 1.0278 0.086 -0.041 -0.001
H -1.7418 0.7543 -1.5829 0.039 0.026 0.101
H -1.2182 -0.2840 -0.2822 0.012 0.037 -0.132
H -0.3066 2.2225 -2.5581 -0.002 0.087 0.055
H 2.1026 1.2071 -4.2349 0.359 0.074 0.059
H 2.6987 1.0592 1.1499 -0.095 0.008 -0.004
H 0.5893 -1.3947 -0.9040 0.098 0.137 0.038
H 2.0047 -1.4324 0.1194 -0.150 -0.103 0.062
H 0.3463 -0.2633 2.7822 0.077 0.108 -0.168
H -1.1456 -0.8397 2.6028 0.065 -0.022 0.067
H -1.9058 -1.7432 0.8562 -0.004 -0.076 0.114
H -1.0070 -2.6915 -0.1266 0.061 -0.137 0.088
H 1.0882 -3.3905 1.4589 -0.202 -0.078 0.107
H 1.8137 -2.1708 2.2422 -0.081 -0.010 0.107
```
Positions in Å, forces in eV/Å.


C2H3N2OS | wB97M-V/def2-TZVPD

**ΔE to the lowest compared entry with this formula, charge and spin**: 66.9 kcal/mol
**Total energy**: -660.5524 Ha
**Net charge**: +1
**Kohn-Sham gap**: 7.60 eV
**LUMO energy**: -7.80 eV

The geometry in XYZ format:
```
9
Properties=species:S:1:pos:R:3:forces:R:3
C 0.0439 1.5591 0.2986 -0.736 1.341 0.043
C -0.8460 -0.6234 -0.0802 2.002 0.304 0.372
N -0.8317 0.5988 0.4094 -2.610 -1.262 -0.089
N 0.2513 -1.4239 -0.0438 1.645 -0.462 -0.550
O 1.1483 1.3135 -0.2530 2.430 -1.758 0.249
S 1.7364 -0.6436 0.4108 -2.280 1.454 -1.190
H -0.1947 2.7039 0.5550 0.436 -2.693 -0.380
H -1.6107 -1.1638 -0.6442 -0.700 1.001 0.336
H 0.3032 -2.3206 -0.6527 -0.186 2.074 1.210
```
Positions in Å, forces in eV/Å.


C4H3CdLiO2 | wB97M-V/def2-TZVPD

**ΔE to the lowest compared entry with this formula, charge and spin**: 13.9 kcal/mol
**Total energy**: -479.1667 Ha
**Net charge**: +2
**Kohn-Sham gap (spin up / spin down)**: 4.71 / 6.61 eV
**LUMO energy (spin up / spin down)**: -11.59 / -10.89 eV

The geometry in XYZ format:
```
11
Properties=species:S:1:pos:R:3:forces:R:3
Cd -3.2159 -1.0562 0.0907 -5.320 -1.210 2.031
O -1.5199 -0.6525 -0.5061 5.292 1.197 -1.985
C -0.3376 -0.5379 0.1746 -1.220 -0.793 1.180
H -0.7865 1.3546 1.3000 0.095 -0.454 0.606
H 0.0887 -1.5081 0.4667 0.127 0.436 -0.062
C 1.2678 1.0200 0.6134 -0.354 -1.823 2.314
C -0.0495 0.6194 0.9632 1.001 1.227 -2.160
C 1.5161 0.2026 -0.4805 0.851 1.024 -4.548
O 1.7700 0.0917 -1.6399 -0.566 -0.381 3.337
Li -0.7890 -0.9216 -2.2517 0.284 0.079 -0.352
H 2.0558 1.3880 1.2696 -0.188 0.698 -0.359
```
Positions in Å, forces in eV/Å.


C9H14 | wB97M-V/def2-TZVPD

**ΔE to the lowest compared entry with this formula, charge and spin**: 24.5 kcal/mol
**Total energy**: -351.2912 Ha
**Kohn-Sham gap**: 9.91 eV
**LUMO energy**: 1.01 eV
**SMILES**: Cc1ccccc1.CC

The geometry in XYZ format:
```
23
Properties=species:S:1:pos:R:3:forces:R:3
C 2.8846 1.0422 -1.6514 1.770 -0.200 -0.264
C 2.2303 0.2368 -0.5404 -0.294 1.249 0.536
C 1.9511 -1.1311 -0.6331 0.539 0.766 -0.829
C 0.9757 -1.7106 0.1363 0.159 0.769 0.763
C 0.3982 -0.9610 1.1735 -0.909 -0.345 1.068
C 0.7448 0.3608 1.4193 2.024 -0.465 -1.665
C 1.7078 0.9336 0.5533 -1.360 -0.876 0.238
H 3.7033 0.4010 -2.1171 -1.436 0.694 -0.212
H 3.4906 1.9210 -1.3308 -0.631 -0.514 0.443
H 2.1297 1.5000 -2.3489 0.751 -1.025 0.349
H 2.5203 -1.7251 -1.3414 -0.353 0.040 -0.293
H 0.7209 -2.7129 -0.1324 -0.325 -0.573 0.519
H -0.3084 -1.3933 1.8998 0.233 -0.130 -0.745
H 0.4089 0.9785 2.2268 -0.478 -0.187 0.407
H 1.9252 1.9561 0.7495 0.426 0.776 -0.303
C -2.9855 -0.0071 0.9791 2.259 -0.240 0.707
C -3.4630 0.1085 -0.4525 1.499 -0.761 -2.083
H -3.6905 0.0630 1.7876 -0.764 0.264 0.012
H -2.4691 -1.0026 1.1793 -0.530 1.266 -0.483
H -2.1942 0.7933 1.1649 -1.007 -1.078 -0.050
H -4.4515 0.4154 -0.6815 -1.129 0.673 0.540
H -2.7928 0.8177 -1.0454 -0.779 -1.028 0.734
H -3.4364 -0.8842 -0.9947 0.338 0.925 0.611
```
Positions in Å, forces in eV/Å.


C6H8N2 | wB97M-V/def2-TZVPD

**ΔE to the lowest compared entry with this formula, charge and spin**: 204.1 kcal/mol
**Total energy**: -342.6086 Ha
**Kohn-Sham gap**: 9.16 eV
**LUMO energy**: 0.75 eV
**SMILES**: C=NN1C[C@H]1C#CC

The geometry in XYZ format:
```
16
Properties=species:S:1:pos:R:3:forces:R:3
C 3.6352 -0.2362 -0.2895 0.510 -3.672 0.921
N 2.4670 -0.8035 -0.0485 2.719 1.956 -1.662
N 1.3583 -0.0942 -0.4158 1.851 -5.858 -5.529
C 1.0530 1.0546 0.0511 -1.299 7.353 7.259
C 0.2937 -0.2095 0.4525 -2.435 -0.835 1.289
C -1.1004 -0.1494 -0.0841 -5.505 -0.492 2.084
C -2.3953 -0.0339 0.0257 6.983 -1.220 -2.335
C -3.8018 -0.2959 -0.2869 -2.257 -0.465 1.601
H 3.9709 0.8038 -0.7043 -1.069 -2.049 0.747
H 4.4060 -1.1890 -0.0778 -1.300 3.440 -0.555
H 1.6109 1.1604 1.1196 -0.759 1.396 -2.504
H 0.4021 1.9587 -0.3697 2.040 -2.164 0.443
H 0.6668 -0.8430 1.3685 -1.595 1.656 -1.373
H -4.2283 0.0197 0.8158 -0.031 -0.658 -2.957
H -4.2956 0.4226 -1.2127 1.464 -2.359 2.864
H -4.0428 -1.5653 -0.3440 0.683 3.972 -0.292
```
Positions in Å, forces in eV/Å.


C4H5NO | wB97M-V/def2-TZVPD

**ΔE to the lowest compared entry with this formula, charge and spin**: 92.4 kcal/mol
**Total energy**: -285.2673 Ha
**Kohn-Sham gap**: 10.07 eV
**LUMO energy**: 0.41 eV

The geometry in XYZ format:
```
11
Properties=species:S:1:pos:R:3:forces:R:3
O 1.3759 0.1476 1.7675 -0.259 -0.144 -0.528
C 0.6538 0.0887 0.7970 0.046 0.298 -0.189
C 0.9825 -0.5003 -0.5671 0.216 0.034 -0.204
C -0.9741 0.9089 -0.8597 -1.287 0.226 0.173
N -1.6011 0.0068 -0.1477 0.133 0.067 -0.187
C -0.6737 0.7391 0.6652 0.113 0.220 0.358
H 2.0592 -0.5900 -0.6989 -0.077 0.036 -0.104
H 0.4893 -1.4597 -0.7722 0.203 0.106 0.177
H 0.4627 0.2106 -1.3245 1.285 -0.849 0.439
H -1.7162 -0.9948 -0.2506 -0.362 0.227 -0.059
H -1.0583 1.4431 1.3910 -0.014 -0.221 0.123
```
Positions in Å, forces in eV/Å.


Copy entry 2 word for word.
C2H3N2OS | wB97M-V/def2-TZVPD

**ΔE to the lowest compared entry with this formula, charge and spin**: 66.9 kcal/mol
**Total energy**: -660.5524 Ha
**Net charge**: +1
**Kohn-Sham gap**: 7.60 eV
**LUMO energy**: -7.80 eV

The geometry in XYZ format:
```
9
Properties=species:S:1:pos:R:3:forces:R:3
C 0.0439 1.5591 0.2986 -0.736 1.341 0.043
C -0.8460 -0.6234 -0.0802 2.002 0.304 0.372
N -0.8317 0.5988 0.4094 -2.610 -1.262 -0.089
N 0.2513 -1.4239 -0.0438 1.645 -0.462 -0.550
O 1.1483 1.3135 -0.2530 2.430 -1.758 0.249
S 1.7364 -0.6436 0.4108 -2.280 1.454 -1.190
H -0.1947 2.7039 0.5550 0.436 -2.693 -0.380
H -1.6107 -1.1638 -0.6442 -0.700 1.001 0.336
H 0.3032 -2.3206 -0.6527 -0.186 2.074 1.210
```
Positions in Å, forces in eV/Å.